1.
The following is a quantum chemistry calculation of a molecular structure, C16H34Cl2F6KN3O5P, from OMol25.

Values from the calculation:
HOMO-LUMO gap: 6.450 eV
Charge: -1
F_max: 2.31 eV/A

Atoms and positions in Å:
K: -1.91182 0.23851 -0.73087
C: -0.22390 2.59172 -3.37389
O: -0.51168 1.91689 -4.66175
O: -1.12745 2.39283 -2.48057
C: 1.21645 2.25063 -2.89519
F: 1.99391 1.60017 -3.80663
F: 1.84644 3.33577 -2.43480
F: 1.19948 1.36081 -1.84101
C: 0.07850 2.53584 -5.77704
C: -0.51123 1.92325 -7.05781
H: -1.49402 2.35212 -7.27931
H: 0.11023 2.03275 -7.94773
H: -0.66234 0.85437 -6.92707
H: 1.12499 2.21036 -5.80688
H: -0.01071 3.61840 -5.89919
H: -0.20815 3.65871 -3.70094
C: -4.10022 2.28994 1.74872
O: -3.16641 2.13110 2.85996
O: -3.54010 2.27998 0.56924
C: -5.21450 1.22044 1.88942
F: -6.32808 1.61167 1.20235
F: -4.90233 -0.01874 1.42620
F: -5.63886 1.06956 3.18575
C: -2.64128 0.85990 3.10491
C: -1.52253 0.98645 4.13403
H: -1.60767 0.31801 4.98935
H: -0.56113 1.05033 3.61789
H: -1.57818 1.98112 4.59488
H: -2.29396 0.36796 2.18784
H: -3.40458 0.18333 3.52593
H: -4.60926 3.25230 1.95539
Cl: 0.73833 -2.78794 -2.84811
C: 0.05477 -1.34981 -3.65081
C: -0.29703 -1.61062 -5.08235
Cl: 1.11308 -1.81537 -6.16227
H: 0.65718 -0.49147 -3.36742
H: -0.89982 -1.09894 -3.17615
H: -0.96087 -0.84622 -5.46832
H: -0.80838 -2.57148 -5.11773
O: -0.03383 -0.59481 1.18716
P: 1.11793 -1.18944 1.90059
N: 2.42030 -1.60160 0.95512
C: 3.61373 -2.01766 1.70685
C: 2.74476 -1.04057 -0.36119
N: 0.68983 -2.56448 2.73751
C: -0.58625 -2.52189 3.46949
C: 1.03550 -3.88465 2.19171
N: 1.69509 -0.12928 3.05617
C: 2.27338 1.12205 2.57619
C: 1.91842 -0.56395 4.44230
H: 4.12164 -1.14590 2.14284
H: 4.37938 -2.39199 1.02107
H: 3.32145 -2.80309 2.39615
H: 2.72818 -1.87583 -1.06236
H: 3.66121 -0.45634 -0.37695
H: 1.91762 -0.40999 -0.68532
H: -0.99628 -1.51024 3.41901
H: -1.28495 -3.24449 3.05914
H: -0.39543 -2.68502 4.53587
H: 1.03971 -3.87183 1.10696
H: 1.95636 -4.26292 2.66243
H: 0.37744 -4.64834 2.61657
H: 2.66649 1.63412 3.44967
H: 2.98869 0.94496 1.77328
H: 1.45508 1.73604 2.19305
H: 2.69306 -1.32813 4.51052
H: 0.97757 -0.92381 4.86191
H: 2.10706 0.34445 5.01625

From a Mulliken analysis of the wavefunction, the atomic charges in e read: 1.03 -0.35 -0.16 -0.77 0.93 -0.30 -0.31 -0.20 -0.12 -1.14 0.30 0.36 0.16 0.19 0.30 0.09 -0.25 -0.33 -0.75 0.79 -0.29 -0.24 -0.30 0.23 -0.87 0.25 -0.09 0.52 0.01 0.22 0.17 -0.21 0.39 -0.37 -0.22 -0.25 -0.02 0.23 0.41 -0.50 -0.40 0.39 -1.03 -0.75 0.33 -1.06 -1.19 0.51 -1.00 -0.92 0.30 0.45 0.16 0.34 0.35 0.09 0.13 0.48 0.34 0.37 0.33 0.46 0.44 0.21 0.25 0.23 0.21 0.46

2.
The following is a quantum chemistry calculation of a single C29H34N6O5 molecule, from OMol25.

Values from the calculation:
HOMO-LUMO gap: 7.509 eV
Relative energy (zero: lowest compared OMol25 entry of this formula, charge and spin): 4.0 kcal per mole
Structure (SMILES): [H]/N=c1\c(C(=O)NCCN2CCOCC2)cc2c(=O)n3cccc(C)c3nc2n1CCc1ccc(OC)c(OC)c1
F_max: 1.09 eV/A

Atoms and positions in Å:
H: 2.08189 3.56690 0.81791
N: 1.07421 3.50866 0.70896
C: 0.69329 2.50466 0.02898
C: 1.53149 1.47457 -0.59228
C: 3.00502 1.65262 -0.53667
O: 3.58215 2.25087 0.35728
N: 3.67163 1.11169 -1.58485
C: 5.10580 1.17318 -1.73519
C: 5.77326 -0.21045 -1.71828
N: 6.32772 -0.54274 -0.42096
C: 5.31558 -0.72225 0.60805
C: 6.00149 -0.99196 1.94606
O: 6.83989 -2.12384 1.88745
C: 7.81178 -1.95426 0.88554
C: 7.16807 -1.72613 -0.48189
C: 0.96257 0.36350 -1.12366
C: -0.44492 0.23616 -1.20498
C: -1.04041 -0.96136 -1.69655
O: -0.46833 -1.95142 -2.11031
N: -2.47822 -0.94069 -1.68298
C: -3.12693 -2.08083 -2.04215
C: -4.47762 -2.12785 -2.12236
C: -5.22176 -0.95868 -1.85314
C: -4.59340 0.19164 -1.47902
C: -5.31849 1.46131 -1.18634
C: -3.16867 0.20084 -1.34324
N: -2.58595 1.28243 -0.89433
C: -1.25103 1.28945 -0.74218
N: -0.69014 2.36064 -0.14611
C: -1.53441 3.29702 0.56621
C: -1.71748 2.84633 2.03078
C: -2.36097 1.49376 2.05464
C: -3.73668 1.34652 2.11886
C: -4.31905 0.10355 1.94690
C: -3.55787 -1.02469 1.66936
O: -4.11191 -2.25516 1.39036
C: -5.50395 -2.40531 1.49858
C: -2.15740 -0.90019 1.65548
O: -1.24015 -1.87374 1.39163
C: -1.60116 -3.23452 1.33139
C: -1.59353 0.35340 1.87260
H: 3.15222 0.64422 -2.31014
H: 5.33544 1.67504 -2.68092
H: 5.49302 1.77638 -0.91186
H: 6.60592 -0.20621 -2.42645
H: 5.04420 -0.96968 -2.06122
H: 4.72818 0.18898 0.70231
H: 4.64271 -1.56487 0.36424
H: 5.26150 -1.19684 2.72101
H: 6.59158 -0.10755 2.22758
H: 8.41420 -2.86466 0.88114
H: 8.45097 -1.09132 1.12655
H: 7.94988 -1.56960 -1.22898
H: 6.58598 -2.62370 -0.76058
H: 1.54485 -0.47662 -1.47574
H: -2.47358 -2.91257 -2.26313
H: -4.97465 -3.04228 -2.39935
H: -6.29750 -0.98226 -1.94879
H: -5.06198 1.80179 -0.18611
H: -6.39312 1.32409 -1.26892
H: -4.99921 2.23520 -1.88176
H: -1.03230 4.26457 0.54684
H: -2.49678 3.33193 0.05693
H: -2.33908 3.58165 2.54128
H: -0.73467 2.82272 2.50089
H: -4.36551 2.20681 2.29438
H: -5.39325 0.02420 1.99604
H: -6.03530 -1.77567 0.77728
H: -5.69931 -3.45285 1.27276
H: -5.85762 -2.18229 2.51032
H: -0.66044 -3.76841 1.19950
H: -2.08336 -3.56429 2.25448
H: -2.25924 -3.44465 0.48550
H: -0.51545 0.41016 1.86431

From a Mulliken analysis of the wavefunction, the atomic charges in e read: 0.29 -0.80 0.26 1.25 0.45 -0.77 -0.08 -1.14 -0.49 -0.06 0.00 -0.85 -0.38 -0.65 -0.59 -1.56 0.50 0.35 -0.74 0.17 -0.45 -0.81 -0.43 0.81 -1.54 0.20 -0.33 -0.03 0.00 -1.20 -1.24 0.50 -1.27 -0.31 1.44 -0.32 -0.99 -0.42 -0.41 -0.79 -0.11 0.16 0.49 0.43 0.42 0.35 0.11 0.24 0.37 0.37 0.36 0.35 0.39 0.34 0.66 0.51 0.47 0.46 0.16 0.38 0.37 0.57 0.58 0.47 0.46 0.39 0.36 0.33 0.26 0.37 0.30 0.32 0.19 0.57

3.
The following is a quantum chemistry calculation of a molecular structure, C21H39Br3F6N4O8, from OMol25.

Values from the calculation:
HOMO-LUMO gap: 8.896 eV
Relative energy (zero: lowest compared OMol25 entry of this formula, charge and spin): 16.1 kcal per mole
F_max: 2.24 eV/A

Atoms and positions in Å:
C: 3.45713 -5.12520 -3.56369
C: 2.31623 -4.18613 -3.30930
O: 1.98922 -3.30344 -4.09129
N: 1.64164 -4.34576 -2.15095
C: 0.47713 -3.56400 -1.77879
H: 3.06806 -6.11286 -3.82486
H: 4.16488 -5.30800 -2.75214
H: 4.06943 -4.79122 -4.39856
H: 2.10068 -4.79870 -1.37965
H: 0.33659 -3.79710 -0.72262
H: -0.43381 -3.88256 -2.28546
H: 0.60483 -2.49309 -1.93155
C: 2.42136 -3.61575 8.42821
C: 2.10134 -2.46882 7.49746
O: 2.65969 -1.39008 7.61701
N: 1.28118 -2.75628 6.45035
C: 0.76068 -1.84982 5.45186
H: 1.55165 -3.92390 9.00504
H: 3.24688 -3.27384 9.04705
H: 2.82309 -4.48334 7.89812
H: 1.17739 -3.73447 6.23957
H: 0.78292 -0.79497 5.70688
H: -0.27934 -2.07997 5.21559
H: 1.34140 -1.98356 4.53563
C: -1.67495 2.94012 -2.18854
C: -0.63171 2.67384 -3.25756
O: 0.52042 3.02146 -3.09137
N: -1.06677 2.03961 -4.37594
C: -2.35973 1.46250 -4.61954
H: -2.55682 3.48982 -2.53050
H: -1.30349 3.55976 -1.37648
H: -2.01039 1.98525 -1.77594
H: -0.38063 1.98999 -5.11306
H: -3.14646 2.03392 -4.13024
H: -2.39424 0.37873 -4.50036
H: -2.63364 1.61686 -5.67190
C: 0.93459 3.58409 3.97920
C: 0.61039 5.09091 3.87620
O: -0.08428 5.64286 4.71524
N: 1.16680 5.75969 2.84774
C: 1.23558 7.19879 2.68211
H: 1.56734 3.44758 4.84836
H: 1.35431 3.31334 3.01460
H: -0.05408 3.16050 4.14192
H: 1.66560 5.20324 2.17427
H: 1.81336 7.51369 1.82338
H: 1.50290 7.65826 3.63348
H: 0.20604 7.53774 2.50134
C: -4.96086 -0.59917 -2.24960
C: -6.45601 -0.48965 -2.00360
O: -6.88694 -1.60531 -1.25524
C: -8.18629 -1.67666 -0.99293
O: -8.97469 -0.82376 -1.28047
C: -8.63839 -2.93756 -0.22122
F: -7.69889 -3.87279 -0.11735
F: -8.99005 -2.53288 1.01451
F: -9.71701 -3.45065 -0.80334
H: -4.77408 -0.12958 -3.21364
H: -4.66026 -1.64551 -2.25548
H: -4.35627 -0.09356 -1.49506
H: -6.94860 -0.34790 -2.97589
H: -6.75559 0.49961 -1.63551
C: 3.21543 -0.16599 -3.50850
C: 3.14766 1.11016 -2.64956
O: 4.16588 1.04932 -1.65440
C: 5.34654 1.56465 -1.89050
O: 5.75870 2.00684 -2.92341
C: 6.35922 1.29693 -0.75294
F: 5.77175 0.97254 0.39369
F: 7.16311 0.28791 -1.15084
F: 7.15987 2.35548 -0.56369
H: 4.18935 -0.18324 -3.99071
H: 2.46123 -0.05073 -4.28720
H: 2.99224 -1.01097 -2.86477
H: 2.16927 1.23935 -2.19169
H: 3.25829 1.96791 -3.31623
C: -0.15172 -0.27433 0.37119
Br: 0.00437 -1.45239 1.91503
Br: 0.45270 1.52125 0.84119
Br: -1.92143 -0.20577 -0.37838
H: 0.52111 -0.56321 -0.42378

From a Mulliken analysis of the wavefunction, the atomic charges in e read: -1.19 0.73 -0.61 -0.19 -0.70 0.32 0.36 0.31 0.28 0.34 0.27 0.10 -1.08 0.66 -0.61 -0.18 -0.78 0.29 0.30 0.33 0.22 0.34 0.29 0.18 -0.90 0.72 -0.63 -0.12 -0.91 0.41 0.27 -0.01 0.25 0.29 0.26 0.39 -0.56 0.63 -0.65 -0.14 -0.87 0.28 -0.05 0.24 0.19 0.35 0.27 0.28 -0.51 -0.56 -0.16 0.29 -0.51 0.89 -0.23 -0.25 -0.24 0.15 0.35 -0.03 0.34 0.37 -0.93 -0.03 -0.25 0.36 -0.52 0.83 -0.23 -0.26 -0.25 0.36 0.35 0.15 0.08 0.32 0.08 0.02 0.00 0.04 -0.03

4.
The following is a quantum chemistry calculation of a single C4H9NO2 molecule, from OMol25.

Values from the calculation:
HOMO-LUMO gap: 9.470 eV
Relative energy (zero: lowest compared OMol25 entry of this formula, charge and spin): 75.9 kcal per mole
Structure (SMILES): C=C(C)N(O)CO
F_max: 0.59 eV/A

Atoms and positions in Å:
C: -0.12466 -0.18484 1.90072
C: 0.21353 -0.41868 0.63492
C: 1.60225 -0.81064 0.23325
N: -0.70236 -0.37406 -0.45908
O: -2.00436 -0.06558 0.00520
C: -0.36341 0.61445 -1.48425
O: 0.00473 1.87969 -1.00739
H: -1.14124 0.07248 2.15693
H: 0.61032 -0.26338 2.69793
H: 1.65915 -1.86634 -0.03247
H: 2.30429 -0.64216 1.04604
H: 1.97925 -0.25321 -0.62264
H: -2.49743 -0.86094 -0.23411
H: 0.48946 0.22452 -2.03847
H: -1.23519 0.65879 -2.14833
H: -0.79435 2.28988 -0.64825

From a Mulliken analysis of the wavefunction, the atomic charges in e read: -0.91 0.74 -1.20 0.02 -0.47 -0.60 -0.48 0.29 0.27 0.27 0.35 0.31 0.36 0.42 0.32 0.33

5.
The following is a quantum chemistry calculation of a single C3H3N5 molecule, from OMol25.

Values from the calculation:
HOMO-LUMO gap: 8.231 eV
Relative energy (zero: lowest compared OMol25 entry of this formula, charge and spin): 126.7 kcal per mole
Structure (SMILES): [H]/N=c1/nccnnn1
F_max: 7.66 eV/A

Atoms and positions in Å:
H: 2.61544 -0.21114 0.68069
N: 1.63458 -0.79969 1.01072
C: 0.97515 -0.48003 -0.15848
N: -0.04068 -1.25479 -0.50402
C: -1.35516 -0.97720 -0.42228
C: -1.70175 0.10241 0.46761
N: -0.74256 1.07411 0.69969
N: 0.08461 1.52297 -0.38431
N: 1.11457 0.88813 -0.82180
H: -1.82783 -1.74345 -1.15923
H: -2.65074 0.06831 1.15551

From a Mulliken analysis of the wavefunction, the atomic charges in e read: 0.27 -0.54 0.60 -0.41 -0.06 -0.02 -0.28 -0.04 -0.21 0.36 0.33

6.
The following is a quantum chemistry calculation of a molecular structure, C44H37GeN2S4Ta, from OMol25.

Values from the calculation:
HOMO-LUMO gap: 6.935 eV
Relative energy (zero: lowest compared OMol25 entry of this formula, charge and spin): 0.0 kcal per mole
F_max: 2.08 eV/A

Atoms and positions in Å:
Ta: -0.16977 -0.08385 0.00401
S: -1.19813 -1.69934 1.58810
C: 0.11866 -2.59297 2.35024
C: -0.17345 -3.78292 3.03087
C: 0.82882 -4.53586 3.61943
C: 2.15644 -4.11945 3.55835
C: 2.46382 -2.94270 2.89885
C: 1.45313 -2.20765 2.28147
S: 1.87389 -0.71102 1.42328
C: 2.94406 -1.29926 0.06502
C: 2.48100 -0.80892 -1.28335
C: 3.06438 -1.28770 -2.38994
C: 2.60581 -0.81114 -3.68058
C: 1.79536 0.25293 -3.74043
C: 1.41747 0.94638 -2.50901
C: 1.06123 2.23262 -2.48393
S: -1.84244 1.16093 -1.58734
C: -2.65092 2.28580 -0.46782
C: -3.84898 2.87412 -0.86187
C: -4.47982 3.79019 -0.03580
C: -3.89711 4.12290 1.18163
C: -2.69640 3.54551 1.56850
C: -2.05796 2.61730 0.74546
S: -0.51508 1.93205 1.30035
N: 1.46497 0.15536 -1.30890
H: -1.20666 -4.11136 3.06885
H: 0.57520 -5.45819 4.13064
H: 2.93997 -4.70086 4.02850
H: 3.48966 -2.59373 2.84799
H: 2.97381 -2.38476 0.11398
H: 3.93786 -0.90943 0.26952
H: 3.82917 -2.04866 -2.31277
H: 2.95195 -1.29828 -4.58684
H: 1.48211 0.68552 -4.68405
H: 0.93901 2.78353 -3.41253
H: 0.85267 2.74319 -1.54982
H: -4.29316 2.59338 -1.81289
H: -5.42221 4.23255 -0.33470
H: -4.38038 4.83974 1.83683
H: -2.23713 3.81069 2.51428
N: 0.17466 -2.66274 -1.10105
C: 1.04692 -3.74495 -1.39692
C: 1.50608 -4.57217 -0.37384
C: 2.37557 -5.61804 -0.66126
C: 2.79147 -5.85542 -1.96607
C: 2.31511 -5.04086 -2.98705
C: 1.44715 -3.99463 -2.70716
H: -0.53245 -2.92424 -0.42091
H: -0.28916 -2.31526 -1.92959
H: 1.17550 -4.39996 0.64773
H: 2.72354 -6.25381 0.14581
H: 3.46880 -6.67202 -2.18632
H: 2.61920 -5.22059 -4.01164
H: 1.07941 -3.35646 -3.50553
C: -1.93488 -0.44427 -0.87566
Ge: -3.31879 -1.67328 -1.47211
C: -3.10342 -3.50446 -0.80657
C: -2.20354 -4.43176 -1.34344
C: -2.08174 -5.70941 -0.80912
C: -2.86913 -6.08595 0.27235
C: -3.77147 -5.18046 0.81641
C: -3.88364 -3.90144 0.28345
C: -5.00384 -1.02036 -0.73325
C: -6.22138 -1.38371 -1.31907
C: -7.42543 -0.94268 -0.78300
C: -7.42572 -0.13352 0.34916
C: -6.22480 0.22836 0.94495
C: -5.02000 -0.21402 0.40549
C: -3.49253 -1.70775 -3.42954
C: -3.51790 -2.90566 -4.15156
C: -3.66349 -2.90801 -5.53625
C: -3.79384 -1.71082 -6.22540
C: -3.79840 -0.51139 -5.52379
C: -3.65340 -0.51123 -4.14224
H: -1.56755 -4.16407 -2.18118
H: -1.36626 -6.40360 -1.23432
H: -2.77804 -7.08147 0.69001
H: -4.39030 -5.46939 1.65951
H: -4.58310 -3.19844 0.72806
H: -6.22623 -2.00992 -2.20764
H: -8.36389 -1.22687 -1.24738
H: -8.36449 0.21305 0.76670
H: -6.22275 0.85872 1.82695
H: -4.08408 0.06747 0.87865
H: -3.45164 -3.85373 -3.63297
H: -3.68088 -3.84922 -6.07441
H: -3.90277 -1.71174 -7.30392
H: -3.92167 0.42666 -6.05326
H: -3.67522 0.43478 -3.61539

From a Mulliken analysis of the wavefunction, the atomic charges in e read: 0.61 -0.21 0.79 -0.57 -0.71 -0.71 -0.41 0.03 -0.33 -0.79 0.19 -0.26 -0.68 -0.88 0.70 -1.13 -0.31 0.20 -0.24 -0.71 -0.63 -0.70 0.71 -0.48 -0.04 0.48 0.38 0.41 0.45 0.36 0.66 0.44 0.45 0.41 0.29 0.31 0.31 0.40 0.38 0.45 1.23 0.05 -0.07 -0.85 -0.70 -0.98 -0.28 -0.63 0.12 0.21 0.48 0.41 0.43 0.58 0.13 2.29 0.27 -0.33 -0.89 -0.74 -0.77 -0.27 -0.53 -0.51 -0.69 -0.50 -0.74 0.02 0.34 -0.33 -0.76 -0.46 -0.86 -0.38 0.62 0.46 0.41 0.41 0.32 0.38 0.40 0.38 0.43 0.33 0.40 0.42 0.38 0.42 0.31

- The highest F_max belongs to which entry?
  C3H3N5

- What is the formula in the sixth record?
  C44H37GeN2S4Ta